Entry 1:
The following is a quantum chemistry calculation of 14 unconnected molecules or ions with the total composition C26H83N19O14, from the Open Molecules 2025 dataset.

## Properties
multiplicity = 2
HOMO-LUMO gap (alpha / beta) = 1.71 / 7.94 eV
charge = -1
DFT total energy = -3134.2415 Eh
E_HOMO (alpha / beta) = 0.13 / -6.11 eV

Positions of all 142 atoms, in Å:
C -3.36 -3.39 -2.31
C -2.59 -2.15 -1.92
C -3.41 -1.12 -1.11
O -4.49 -0.52 -1.88
C -5.00 0.59 -1.16
N -1.30 -2.43 -1.24
H -4.36 -3.13 -2.68
H -3.64 -4.08 -1.52
H -2.82 -4.00 -3.04
H -2.34 -1.66 -2.86
H -2.78 -0.31 -0.73
H -3.84 -1.61 -0.24
H -4.36 1.47 -1.11
H -5.23 0.28 -0.14
H -5.92 0.89 -1.65
H -1.45 -2.51 -0.25
H -0.78 -1.57 -1.26
C 2.18 -6.26 -2.89
C 1.30 -5.03 -3.10
C 0.66 -4.82 -4.47
O 0.00 -3.48 -4.56
C 0.81 -2.36 -4.50
N 0.17 -4.99 -2.19
H 2.66 -6.22 -1.92
H 2.79 -6.20 -3.80
H 1.60 -7.17 -2.75
H 1.93 -4.16 -2.86
H -0.18 -5.49 -4.66
H 1.31 -5.07 -5.31
H 1.14 -2.27 -3.47
H 0.22 -1.48 -4.73
H 1.68 -2.29 -5.15
H -0.50 -4.40 -2.66
H 0.26 -4.50 -1.31
C 0.44 -1.00 7.17
C 0.71 0.49 6.79
C -0.46 1.07 6.00
O -0.01 2.28 5.30
C -0.86 2.64 4.19
N 0.79 1.24 8.02
H -0.46 -1.19 7.77
H 1.30 -1.39 7.71
H 0.34 -1.59 6.26
H 1.69 0.57 6.33
H -1.32 1.37 6.60
H -0.73 0.26 5.32
H -0.67 2.18 3.22
H -0.73 3.70 3.98
H -1.95 2.55 4.23
H 1.20 2.16 7.93
H 1.29 0.76 8.75
C -1.64 4.46 -3.99
C -1.23 3.05 -3.97
O -0.69 2.59 -5.18
H -1.80 4.90 -3.01
H -2.43 4.54 -4.74
H -0.86 4.92 -4.60
H -2.10 2.42 -3.79
H -0.63 2.85 -3.08
H -1.11 2.99 -5.94
C 2.46 0.66 3.26
C 2.15 -0.78 3.50
O 2.05 -1.50 2.25
H 3.49 0.89 2.98
H 2.38 1.29 4.15
H 1.86 1.06 2.45
H 1.19 -0.94 3.98
H 2.93 -1.22 4.13
H 2.95 -1.71 1.98
C 1.68 5.76 -2.22
C 2.06 4.26 -2.76
O 1.83 3.40 -1.65
H 1.70 6.39 -3.11
H 2.51 6.07 -1.58
H 0.74 5.83 -1.68
H 3.04 4.30 -3.23
H 1.28 4.09 -3.50
H 1.49 2.52 -1.78
C -0.34 4.99 1.28
O -0.90 5.61 2.11
N -0.76 4.54 0.14
N 0.87 4.57 1.45
H -0.14 3.96 -0.41
H -1.56 5.00 -0.27
H 1.24 4.77 2.37
H 1.29 4.12 0.65
C 4.66 -2.82 0.75
O 4.69 -1.70 1.18
N 4.31 -2.98 -0.47
N 4.74 -3.93 1.42
H 4.06 -2.13 -0.96
H 4.50 -3.84 -0.97
H 4.62 -4.79 0.90
H 5.22 -3.96 2.31
C -4.30 -0.71 3.17
O -5.28 -0.03 3.38
N -4.08 -1.95 3.58
N -3.27 -0.31 2.50
H -3.23 -2.40 3.25
H -4.85 -2.44 4.02
H -2.55 -0.94 2.19
H -3.50 0.51 1.95
C -4.09 3.26 1.74
O -3.35 2.44 1.24
N -5.33 3.10 2.07
N -3.70 4.36 2.23
H -5.78 2.27 1.71
H -5.92 3.87 2.33
H -2.71 4.56 2.23
H -4.29 5.00 2.74
C 3.92 0.24 -1.94
O 3.41 -0.81 -2.26
N 4.20 1.21 -2.65
N 4.20 0.45 -0.67
H 4.67 1.98 -2.21
H 4.12 1.09 -3.65
H 4.10 -0.26 0.04
H 4.66 1.34 -0.51
C -1.09 -3.64 1.87
O -1.68 -2.55 1.90
N 0.20 -3.74 2.09
N -1.58 -4.86 1.91
H 0.47 -4.71 2.06
H 0.76 -2.94 2.34
H -0.89 -5.59 1.82
H -2.58 -5.02 1.84
C 0.30 0.49 -0.37
O 0.25 1.14 -1.42
N 1.10 -0.44 -0.16
N -0.37 0.71 0.73
H 1.10 -0.93 0.73
H 1.60 -0.73 -0.99
H -0.25 0.18 1.58
H -1.07 1.43 0.68
C 2.24 0.60 -5.44
O 3.25 -0.04 -5.37
N 1.55 0.86 -4.38
N 1.63 0.96 -6.53
H 1.82 0.32 -3.58
H 0.73 1.45 -4.35
H 0.63 1.14 -6.50
H 2.13 0.94 -7.41

Results of the Mulliken charge analysis, in e, for atoms 1 through 5: atom 1 (C): -1.887, atom 2 (C): 0.835, atom 3 (C): -0.191, atom 4 (O): -0.463, atom 5 (C): -0.668

Entry 2:
The following is a quantum chemistry calculation of a molecular structure, C27H14BrF5N3O2PdS, from the Open Molecules 2025 dataset.

## Properties
multiplicity = 5
HOMO-LUMO gap (alpha / beta) = 6.70 / 4.55 eV
charge = +1
DFT total energy = -4951.1665 Eh
E_HOMO (alpha / beta) = -10.20 / -10.07 eV

Positions of all 54 atoms, in Å:
Pd -0.30 -0.74 -0.41
Br -2.04 -5.55 5.15
C -1.44 -4.70 3.61
C -0.88 -5.45 2.57
C -0.45 -4.81 1.45
C -0.54 -3.37 1.29
O -0.16 -2.89 0.21
C -1.10 -2.61 2.41
C -1.26 -1.16 2.49
N -0.80 -0.30 1.67
C -1.00 1.09 1.91
C -1.12 1.64 3.16
C -1.34 3.03 3.31
C -1.43 3.84 2.22
C -1.26 3.31 0.92
C -1.33 4.11 -0.25
C -1.14 3.53 -1.47
C -0.86 2.15 -1.53
N -0.79 1.40 -0.47
C -1.02 1.94 0.76
C -1.54 -3.31 3.52
H -0.82 -6.53 2.66
H -0.03 -5.34 0.60
H -1.83 -0.83 3.36
H -1.04 1.03 4.04
H -1.44 3.43 4.31
H -1.60 4.91 2.34
H -1.53 5.17 -0.15
H -1.20 4.11 -2.38
H -0.68 1.66 -2.48
H -1.98 -2.77 4.35
S -2.56 -1.27 -1.36
C -1.52 -1.64 -2.71
C -1.92 -2.20 -3.92
C -0.96 -2.46 -4.88
C 0.38 -2.16 -4.63
C 0.70 -1.60 -3.41
N -0.23 -1.33 -2.49
H -2.96 -2.44 -4.09
H -1.25 -2.90 -5.83
H 1.15 -2.36 -5.36
H 1.71 -1.34 -3.14
F 4.77 4.48 -0.57
C 4.13 3.34 -0.59
C 3.33 2.98 0.50
F 3.25 3.81 1.53
C 2.66 1.79 0.49
F 1.92 1.42 1.52
C 2.73 0.89 -0.64
O 2.09 -0.17 -0.69
C 3.59 1.30 -1.73
F 3.69 0.50 -2.77
C 4.26 2.49 -1.71
F 5.03 2.88 -2.71

Results of the Mulliken charge analysis, in e, for atoms 1 through 5: atom 1 (Pd): 0.506, atom 2 (Br): -0.090, atom 3 (C): -0.094, atom 4 (C): -0.454, atom 5 (C): -0.674

Entry 3:
The following is a quantum chemistry calculation of a molecular structure, C27H16Cl4HfN8O2SbSe4, from the Open Molecules 2025 dataset.

## Properties
HOMO-LUMO gap (alpha / beta) = 4.23 / 4.22 eV
charge = -1
DFT total energy = -13362.1518 Eh
E_HOMO (alpha / beta) = -3.35 / -3.35 eV

Positions of all 63 atoms, in Å:
Hf -0.01 -0.32 -0.01
C -0.79 0.20 -4.48
C -0.95 -0.02 -3.14
N 0.05 0.24 -2.25
C 1.20 0.76 -2.75
C 1.33 0.93 -4.15
N 0.38 0.66 -5.00
C 2.17 1.12 -1.78
C 3.37 1.73 -2.08
C 4.27 2.12 -1.09
C 3.86 1.90 0.24
C 2.67 1.30 0.53
N 1.78 0.87 -0.46
C 2.18 1.10 1.86
C 2.83 1.51 3.05
N 2.32 1.34 4.24
C 1.11 0.73 4.30
C 0.47 0.29 3.18
N 1.00 0.46 1.95
C 5.55 2.76 -1.41
C 6.66 2.66 -0.56
C 7.84 3.28 -0.90
N 8.02 4.00 -2.01
C 6.96 4.10 -2.82
C 5.73 3.52 -2.57
H -1.59 -0.01 -5.17
H -1.85 -0.43 -2.72
H 2.26 1.31 -4.56
H 3.64 1.88 -3.12
H 4.50 2.23 1.05
H 3.79 2.01 2.99
H 0.68 0.59 5.28
H -0.48 -0.23 3.22
H 6.60 2.07 0.34
H 8.70 3.20 -0.25
H 7.10 4.69 -3.72
H 4.91 3.68 -3.26
Cl -1.87 -6.61 2.24
C -1.70 -5.20 1.26
C -2.09 -5.21 -0.07
Cl -2.73 -6.66 -0.78
C -1.94 -4.06 -0.86
Cl -2.34 -4.06 -2.54
C -1.43 -2.90 -0.31
O -1.20 -1.79 -0.99
C -1.02 -2.89 1.04
O -0.46 -1.76 1.46
C -1.16 -4.03 1.81
Cl -0.62 -3.98 3.45
Se -3.23 5.70 -1.34
Sb -2.06 4.81 0.47
Se -0.49 2.82 0.02
Se -2.18 1.22 0.47
Se -2.23 5.51 2.70
N 1.89 -4.29 -0.94
C 2.51 -4.10 0.28
C 2.30 -2.79 0.57
N 1.57 -2.19 -0.42
C 1.33 -3.13 -1.31
H 1.79 -5.16 -1.44
H 3.01 -4.89 0.80
H 2.60 -2.24 1.45
H 0.74 -3.00 -2.20

Results of the Mulliken charge analysis, in e, for atoms 1 through 5: atom 1 (Hf): -1.358, atom 2 (C): -0.661, atom 3 (C): -0.401, atom 4 (N): 0.505, atom 5 (C): 0.207

Entry 4:
The following is a quantum chemistry calculation of a molecular structure, C27H17Br2CeF6N6O6Sb, from the Open Molecules 2025 dataset.

## Properties
HOMO-LUMO gap = 6.00 eV
charge = +2
DFT total energy = -8281.2541 Eh
E_HOMO = -15.08 eV

Positions of all 66 atoms, in Å:
Ce -0.27 0.54 -1.07
Br -2.43 -6.43 -1.19
C -2.14 -4.58 -1.22
C -2.51 -3.79 -0.14
C -2.22 -2.44 -0.19
N -1.59 -1.85 -1.21
C -1.30 -2.61 -2.27
C -1.54 -3.98 -2.32
C -0.71 -1.93 -3.45
C -1.20 -2.20 -4.72
C -0.60 -1.56 -5.80
Br -1.26 -1.84 -7.54
C 0.48 -0.72 -5.58
C 0.87 -0.49 -4.27
N 0.28 -1.06 -3.21
H -3.03 -4.21 0.71
H -2.54 -1.80 0.63
H -1.26 -4.56 -3.18
H -2.03 -2.87 -4.86
H 0.98 -0.22 -6.40
H 1.71 0.16 -4.07
C 4.40 -0.68 -1.06
C 5.06 0.29 -0.34
C 4.34 1.37 0.15
C 2.98 1.45 -0.09
N 2.34 0.50 -0.80
C 3.04 -0.53 -1.28
C 2.15 2.52 0.50
C 2.69 3.72 0.94
C 1.87 4.63 1.59
C 0.54 4.32 1.82
C 0.07 3.12 1.32
N 0.84 2.25 0.66
H 4.92 -1.55 -1.45
H 6.12 0.21 -0.14
H 4.84 2.12 0.74
H 2.48 -1.27 -1.84
H 3.73 3.95 0.76
H 2.28 5.58 1.93
H -0.11 4.99 2.35
H -0.97 2.84 1.44
O 0.22 -0.65 0.85
C -0.80 -0.16 1.40
O -1.64 0.52 0.72
C -1.05 -0.35 2.85
C -2.34 -0.18 3.34
C -2.56 -0.35 4.69
C -1.54 -0.65 5.57
C -0.26 -0.79 5.05
C 0.00 -0.66 3.70
N 0.86 -1.08 5.97
O 1.98 -0.97 5.51
O 0.57 -1.41 7.10
N -3.95 -0.20 5.21
O -4.08 -0.24 6.41
O -4.82 -0.06 4.37
H -3.15 0.08 2.68
H -1.73 -0.76 6.62
H 1.01 -0.80 3.33
F -1.25 2.72 -1.19
Sb -1.25 2.63 -3.18
F -3.01 3.16 -3.29
F -0.34 4.23 -3.38
F -0.93 1.94 -4.88
F 0.59 1.86 -2.62
F -1.83 0.76 -2.67

Results of the Mulliken charge analysis, in e, for atoms 1 through 5: atom 1 (Ce): 1.884, atom 2 (Br): -0.071, atom 3 (C): -0.180, atom 4 (C): -0.847, atom 5 (C): -0.386

Entry 5:
The following is a quantum chemistry calculation of a molecular structure, C27H17BrCdF5IN2O3S4, from the Open Molecules 2025 dataset.

## Properties
HOMO-LUMO gap (alpha / beta) = 5.18 / 5.20 eV
charge = -2
DFT total energy = -6505.9395 Eh
E_HOMO (alpha / beta) = -1.67 / -1.69 eV

Positions of all 61 atoms, in Å:
Cd 0.12 -0.40 1.45
O -3.12 0.72 -5.35
C -3.11 -0.56 -4.89
O -3.79 -1.38 -5.46
C -2.24 -0.84 -3.73
C -1.87 -2.20 -3.52
C -1.19 -2.55 -2.39
C -0.78 -1.63 -1.41
C -0.89 -0.14 -1.72
C -1.83 0.12 -2.87
N -0.25 -1.93 -0.23
C 0.03 -3.14 0.22
C 0.67 -3.35 1.46
C 0.90 -4.68 1.92
C 1.57 -4.88 3.10
C 2.02 -3.78 3.83
C 1.74 -2.52 3.34
N 1.08 -2.31 2.21
H -2.51 1.26 -4.83
H -2.19 -2.92 -4.25
H -0.99 -3.60 -2.22
H -1.12 1.47 -0.64
H -2.15 1.15 -2.95
H -0.18 -4.03 -0.36
H 0.53 -5.50 1.33
H 1.74 -5.89 3.46
H 2.57 -3.91 4.75
H 2.05 -1.63 3.88
F 7.20 2.15 1.42
C 6.22 1.37 0.91
C 5.00 1.24 1.56
F 4.78 1.95 2.69
C 4.03 0.40 1.05
F 2.84 0.32 1.71
C 4.21 -0.39 -0.11
S 3.06 -1.49 -0.66
C 5.46 -0.20 -0.75
F 5.74 -0.88 -1.89
C 6.43 0.65 -0.26
F 7.62 0.78 -0.91
S -1.93 2.10 4.82
C -1.22 1.20 3.62
S -0.05 1.89 2.55
S -1.66 -0.44 3.35
Br -3.27 6.25 -1.46
C -3.63 4.80 -0.29
C -4.94 4.61 0.13
C -5.25 3.57 0.98
C -4.25 2.73 1.43
C -2.94 2.92 1.01
C -2.63 3.94 0.14
I -0.64 4.15 -0.53
H -5.71 5.29 -0.22
H -6.27 3.42 1.29
H -4.46 1.92 2.12
H -2.16 2.27 1.38
C 0.49 0.41 -2.09
O -1.37 0.54 -0.55
H 0.45 1.48 -2.27
H 0.84 -0.09 -3.00
H 1.21 0.20 -1.29

Results of the Mulliken charge analysis, in e, for atoms 1 through 5: atom 1 (Cd): 1.387, atom 2 (O): -0.506, atom 3 (C): 0.467, atom 4 (O): -0.603, atom 5 (C): 1.443

Entry 6:
The following is a quantum chemistry calculation of a molecular structure, C27H17BrF2N4O2Se2W, from the Open Molecules 2025 dataset.

## Properties
multiplicity = 3
HOMO-LUMO gap (alpha / beta) = 6.29 / 6.97 eV
charge = +2
DFT total energy = -9051.7909 Eh
E_HOMO (alpha / beta) = -14.08 / -14.41 eV

Positions of all 56 atoms, in Å:
W -0.04 -0.34 0.10
F 1.83 -4.40 -2.98
C 2.14 -3.30 -2.31
C 1.11 -2.57 -1.74
C 1.40 -1.40 -1.05
C 2.73 -0.98 -0.93
C 3.73 -1.78 -1.49
F 5.02 -1.44 -1.35
C 3.46 -2.93 -2.19
C 2.98 0.27 -0.21
C 4.18 0.98 -0.18
C 4.22 2.22 0.42
C 3.05 2.76 0.96
C 1.90 2.01 0.90
N 1.88 0.77 0.38
H 0.11 -2.96 -1.83
H 4.26 -3.52 -2.63
H 5.05 0.58 -0.65
H 5.14 2.79 0.44
H 3.03 3.75 1.40
H 0.96 2.42 1.23
Br -1.25 -2.53 0.59
C -1.91 -1.76 -1.96
C -2.65 -1.98 -3.11
C -2.67 -0.95 -4.03
C -2.00 0.25 -3.77
C -1.32 0.35 -2.59
N -1.27 -0.66 -1.69
C -0.62 1.58 -2.10
O -0.52 2.61 -2.68
O -0.15 1.35 -0.86
H -3.17 -2.92 -3.28
H -3.23 -1.07 -4.96
H -2.00 1.09 -4.45
Se -2.06 -0.55 3.40
Se -0.14 0.66 2.79
C 1.10 -0.75 2.90
C 1.81 -1.10 4.02
C 2.64 -2.22 3.92
C 2.69 -2.92 2.73
C 1.95 -2.48 1.65
N 1.19 -1.39 1.74
C -3.00 0.10 1.85
C -4.38 0.14 1.98
C -5.12 0.77 1.00
C -4.44 1.40 -0.03
C -3.06 1.28 -0.09
N -2.34 0.59 0.81
H 1.72 -0.54 4.94
H 3.22 -2.54 4.78
H 3.30 -3.81 2.63
H 1.94 -3.01 0.70
H -4.86 -0.27 2.86
H -6.19 0.82 1.07
H -4.96 1.98 -0.78
H -2.52 1.78 -0.87

Results of the Mulliken charge analysis, in e, for atoms 1 through 5: atom 1 (W): 1.149, atom 2 (F): -0.323, atom 3 (C): 0.058, atom 4 (C): -1.226, atom 5 (C): 0.790